A structure of composition C51H44CaNO6S2 in a non-equilibrium geometry, computed with the ωB97M-V functional and the def2-TZVPD basis.

Structure (XYZ):
```
105
C51H44CaNO6S2 the ωB97M-V functional and the def2-TZVPD basis
Ca -0.83654 0.01261 2.65306
C -2.86114 1.07736 6.22614
C -1.58209 0.92553 7.05711
C -0.87198 2.22172 7.32305
C -0.74385 -0.17151 6.48473
C -1.30029 -1.19147 5.70309
C -0.47361 -2.16196 5.10448
C 0.96833 -2.13768 5.28161
C 1.90406 -3.31514 4.88071
C 1.55778 -1.05346 6.04590
C 0.66373 -0.13796 6.67253
H -3.34411 1.98583 6.58707
H -3.50811 0.22941 6.42566
H -2.67938 1.14831 5.11316
H -1.86237 0.64445 8.12725
H -0.31719 2.53643 6.43680
H -0.18145 2.09143 8.14203
H -1.59347 2.97342 7.57083
H -2.38692 -1.21696 5.49110
H -0.97651 -2.92594 4.46331
H 2.64151 -2.93291 4.17028
H 1.26780 -4.08488 4.47450
H 2.43136 -3.67606 5.80560
H 2.65878 -0.99449 6.22970
H 1.10233 0.71074 7.20526
O -3.55260 3.30782 1.68627
C -2.62599 2.44068 1.99031
O -2.76370 1.19748 2.16244
C -1.35353 3.16983 2.17610
C -1.05695 4.52372 1.83379
C 0.14498 5.02733 2.39740
C 1.00920 4.18079 3.00934
C 0.80509 2.83183 2.90676
N -0.38572 2.38856 2.57594
C 1.77925 1.83547 3.46843
O 2.83593 2.23274 3.92123
O 1.32985 0.58569 3.37369
H -4.41250 2.93693 1.35593
H -1.68911 5.15189 1.24946
H 0.32653 6.09966 2.46956
H 1.90494 4.54572 3.60735
C 1.13680 -7.47950 0.92446
C 0.80341 -6.10237 0.47943
C -0.13347 -5.85994 -0.53956
C -0.28423 -4.52375 -0.97073
C 0.11230 -3.45482 -0.17914
C 0.98393 -3.69725 0.88335
C 1.37579 -5.00368 1.14222
S -0.66025 -1.81232 -0.53936
O -0.78323 -1.16911 0.86362
C 0.71997 -0.95314 -1.15693
C 1.73951 -0.72551 -0.21172
C 2.95656 -0.32194 -0.68676
C 3.28764 -0.17194 -2.04638
C 4.57161 0.15049 -2.51729
C 4.87855 0.30552 -3.85518
C 3.83482 0.02895 -4.76694
C 2.55734 -0.35181 -4.38171
C 2.22897 -0.38336 -2.97151
C 0.87787 -0.71769 -2.48928
C -0.29848 -0.72014 -3.40010
C -0.54396 -1.64505 -4.43540
C 0.39406 -2.67371 -4.65944
C 0.30684 -3.50817 -5.80160
C -0.78551 -3.35940 -6.68871
C -1.78797 -2.41128 -6.44863
C -1.56091 -1.42553 -5.46208
C -2.51902 -0.37182 -5.21579
C -2.39028 0.33689 -4.08477
C -1.18413 0.32496 -3.34190
S -1.11422 1.63087 -2.15752
O -2.37917 1.68870 -1.38158
C -1.15367 3.05321 -3.27547
C -0.53120 2.92999 -4.51563
C -0.59720 4.01326 -5.38883
C -1.33635 5.15101 -5.10587
C -1.55311 6.23379 -6.16116
C -1.96732 5.21525 -3.86409
C -1.78038 4.24533 -2.87750
H 2.24603 -7.56273 1.13612
H 1.07833 -8.27001 0.07473
H 0.48630 -7.88667 1.79235
H -0.76274 -6.64572 -0.94465
H -0.98424 -4.38308 -1.81919
H 1.40831 -2.90146 1.53589
H 2.16900 -5.18002 1.87468
H 1.62548 -0.94376 0.88017
H 3.69858 0.02843 0.03495
H 5.40561 0.31141 -1.78084
H 5.89178 0.62623 -4.17513
H 4.05287 0.24101 -5.81915
H 1.86125 -0.67389 -5.19246
H 1.13647 -2.94775 -3.92773
H 1.06199 -4.23367 -6.00993
H -0.88377 -3.85964 -7.62859
H -2.67330 -2.32559 -7.12768
H -3.25849 -0.10707 -5.92928
H -3.18815 1.05333 -3.77040
H -0.08053 1.97811 -4.86473
H -0.01623 4.03444 -6.30323
H -1.12125 6.11247 -7.10368
H -1.22706 7.21866 -5.77806
H -2.64990 6.36455 -6.26720
H -2.49149 6.17726 -3.58121
H -2.17909 4.29719 -1.87924
```

Calculated values
LUMO: -0.105 Ha
Energy: -3949.87493 Eh
Largest force on an atom: 0.061 hartree/bohr
Spin multiplicity: 1
Highest occupied orbital energy: -10.512 eV
Net charge: +1